Record 1
Computed, not measured: 2 unconnected molecules or ions with the total composition CH4NS in a non-equilibrium geometry, with ωB97M-V with the def2-TZVPD basis set.

Summary:
orbital gap (spin up / spin down)	3.2 / 7.0	eV
E_HOMO (spin up / spin down)	4.18 / 0.33	eV
energy relative to the best compared isomer or geometry (same formula, charge and spin)	4.9	kcal/mol

Geometry as ORCA input:
```
! RIJCOSX wB97M-V def2-TZVPD def2/J DEFGRID3
* xyz -2 2
S -2.07177 -1.37030 -1.48264
H -1.56975 -2.67573 -1.44720
C 1.12084 0.64419 0.64067
N 0.32966 1.64431 0.84636
H 0.82088 -0.38816 0.66666
H 2.01840 0.83234 0.01092
H -0.64826 1.31336 0.76523
*
```

***

Record 2
Computed, not measured: CH4O2P2 in the gas phase in a non-equilibrium geometry, with ωB97M-V with the def2-TZVPD basis set.

Summary:
SMILES	C=[PH2]P(=O)=O
orbital gap (spin up / spin down)	7.3 / 7.3	eV
E_HOMO (spin up / spin down)	-8.29 / -8.30	eV
energy relative to the best compared isomer or geometry (same formula, charge and spin)	83.2	kcal/mol

Geometry as ORCA input:
```
! RIJCOSX wB97M-V def2-TZVPD def2/J DEFGRID3
* xyz 0 1
C 0.64623 -0.45350 1.23288
P -0.45210 -0.77903 0.04673
P -0.61279 1.32926 -1.13527
O -1.15034 1.71509 -2.40530
O 0.56160 1.82148 -0.32918
H 1.57750 -0.18398 0.98380
H 0.48728 -0.41464 2.23445
H -1.25358 -1.72726 0.42341
H 0.19618 -1.30743 -1.05153
*
```

***

Record 3
Computed, not measured: CH4O2P2 in the gas phase in a non-equilibrium geometry, with ωB97M-V with the def2-TZVPD basis set.

Summary:
SMILES	O=POCP
orbital gap	9.8	eV
E_HOMO	-9.87	eV
energy relative to the best compared isomer or geometry (same formula, charge and spin)	35.7	kcal/mol

Geometry as ORCA input:
```
! RIJCOSX wB97M-V def2-TZVPD def2/J DEFGRID3
* xyz 0 1
O -1.04783 0.85638 -3.08300
P -1.19410 0.48616 -1.71538
O 0.28357 -0.05791 -1.33791
C 0.63528 -0.21005 0.09032
P -0.60367 0.35915 1.32933
H 1.09037 -1.31292 0.31306
H 1.54672 0.51768 0.31925
H 0.41924 0.21817 2.40602
H -1.12959 -0.85665 1.67830
*
```

***

Record 4
Computed, not measured: 2 unconnected molecules or ions with the total composition CH4O2PS in a non-equilibrium geometry, with ωB97M-V with the def2-TZVPD basis set.

Summary:
orbital gap	7.5	eV
E_HOMO	-3.77	eV
energy relative to the best compared isomer or geometry (same formula, charge and spin)	62.3	kcal/mol

Geometry as ORCA input:
```
! RIJCOSX wB97M-V def2-TZVPD def2/J DEFGRID3
* xyz -1 1
C -1.21562 -1.26427 0.79806
O 0.91111 -0.97369 2.36195
O 1.12407 2.39912 -0.84838
P 0.56705 -0.93382 0.91213
S -1.00285 0.51835 0.48314
H -1.61370 -1.53185 1.70905
H -1.70667 -1.75408 -0.14759
H 0.12160 2.43179 -0.86058
H 1.11026 1.64825 -0.21137
*
```

***

Record 5
Computed, not measured: 2 unconnected molecules or ions with the total composition CH4O2S in a non-equilibrium geometry, with ωB97M-V with the def2-TZVPD basis set.

Summary:
orbital gap (spin up / spin down)	8.2 / 8.3	eV
E_HOMO (spin up / spin down)	-8.48 / -8.50	eV
energy relative to the best compared isomer or geometry (same formula, charge and spin)	88.9	kcal/mol

Geometry as ORCA input:
```
! RIJCOSX wB97M-V def2-TZVPD def2/J DEFGRID3
* xyz 0 1
C 0.39344 -0.62461 -0.14412
O 0.36326 -1.91543 0.53254
O -0.30229 1.96357 -1.18009
S -0.50961 1.63396 0.19764
H 1.28557 -0.14454 -0.27371
H 0.78171 -1.70385 1.36907
H -0.23019 -0.52751 -0.91495
H -1.78190 1.31841 0.41362
*
```

***

Record 6
Computed, not measured: CH4O2S in the gas phase in a non-equilibrium geometry, with ωB97M-V with the def2-TZVPD basis set.

Summary:
SMILES	C[SH](=O)=O
orbital gap	10.8	eV
E_HOMO	-10.52	eV
energy relative to the best compared isomer or geometry (same formula, charge and spin)	64.3	kcal/mol

Geometry as ORCA input:
```
! RIJCOSX wB97M-V def2-TZVPD def2/J DEFGRID3
* xyz 0 1
C -0.85219 0.17231 0.32004
S 0.81524 -0.19358 -0.22136
O 1.80978 1.14218 0.09219
O 1.34002 -1.48295 0.07707
H -0.93766 -0.01895 1.38677
H -1.20838 1.17613 0.09201
H -1.39931 -0.61342 -0.10149
H 0.43249 -0.18172 -1.64522
*
```

***

Record 7
Computed, not measured: 2 unconnected molecules or ions with the total composition CH4O2S in a non-equilibrium geometry, with ωB97M-V with the def2-TZVPD basis set.

Summary:
orbital gap (spin up / spin down)	7.4 / 9.3	eV
E_HOMO (spin up / spin down)	-9.53 / -9.89	eV
energy relative to the best compared isomer or geometry (same formula, charge and spin)	103.9	kcal/mol

Geometry as ORCA input:
```
! RIJCOSX wB97M-V def2-TZVPD def2/J DEFGRID3
* xyz 0 1
C -1.66118 0.17479 -0.40199
O 1.96116 -0.84313 -0.70853
O 1.58237 1.35532 0.55144
S 1.25033 -0.03121 0.25674
H -1.14199 0.37075 -1.35145
H -2.07622 -0.80344 -0.33544
H -1.42089 0.69900 0.49416
H 1.50644 -0.92207 1.49507
*
```

***

Record 8
Computed, not measured: 2 unconnected molecules or ions with the total composition CH4O2S2 in a non-equilibrium geometry, with ωB97M-V with the def2-TZVPD basis set.

Summary:
SMILES	O=CO.SS
orbital gap	9.5	eV
E_HOMO	-9.23	eV
energy relative to the best compared isomer or geometry (same formula, charge and spin)	3.9	kcal/mol

Geometry as ORCA input:
```
! RIJCOSX wB97M-V def2-TZVPD def2/J DEFGRID3
* xyz 0 1
O 0.96810 -0.00623 -1.82190
C 1.36682 -0.56312 -0.85985
O 1.30085 -0.03136 0.37265
H 1.78620 -1.58024 -0.85299
H 1.78043 -0.45084 1.08274
S -2.10804 0.25969 1.52378
S -1.85043 1.75228 0.15106
H -1.02272 -0.50478 1.35374
H -2.22121 1.12460 -0.94924
*
```

***

In order of appearance, E_tot = -13422.5206, -23771.5514, -23773.6129, -25322.5881, -16028.2223, -16029.2886, -16027.5716, -26866.9756 eV.